14
Properties=species:S:1:pos:R:3:forces:R:3 method="wB97M-V/def2-TZVPD" gap_ev="8.20 / 8.22" multiplicity=1 de_lowest_kcal_mol=93.6 homo_energy_ev="-7.57 / -7.58" total_charge=0
O -2.266045 1.013781 -0.211334 0.093 -0.298 0.372
C -1.075119 0.350774 -0.392008 0.332 -0.366 0.132
C 0.119757 1.101840 0.072043 -0.026 -0.111 0.082
C 1.356247 0.271516 0.126979 0.144 -0.079 0.051
C 1.226062 -1.056150 0.209189 -0.039 0.328 -0.074
C -0.098505 -1.678663 0.164458 -0.331 0.395 0.005
H -2.119722 1.866743 0.231442 0.014 -0.521 0.107
H -1.116601 -0.132473 -1.359014 0.314 0.107 -0.020
H -0.122197 1.390771 1.108542 0.141 0.162 -0.052
H 0.279985 2.041585 -0.476502 -0.139 -0.227 -0.154
H 2.312675 0.774630 0.203188 -0.007 -0.076 0.047
H 2.107623 -1.646827 0.474824 -0.237 0.001 -0.227
H -0.599966 -1.891268 -0.757223 0.381 -0.164 -0.609
H -0.096824 -2.623221 0.745834 -0.639 0.848 0.340


114
Properties=species:S:1:pos:R:3:forces:R:3 method="wB97M-V/def2-TZVPD" gap_ev=8.89 multiplicity=1 de_lowest_kcal_mol=63.4 homo_energy_ev=-8.97 total_charge=0
C -5.663704 -2.486580 2.096233 0.876 -0.690 0.515
C -4.389116 -3.305325 2.528992 -1.489 0.920 -1.544
O -3.315854 -2.802544 1.747930 0.373 -0.118 1.037
H -5.821074 -2.508427 1.017878 0.326 -0.243 -0.133
H -5.452106 -1.448896 2.354192 -0.511 0.027 0.279
H -6.569712 -2.913620 2.526217 -0.057 0.397 0.364
H -4.577378 -4.352715 2.293115 0.158 -0.269 0.203
H -4.195430 -3.186284 3.595014 0.212 0.052 -0.126
H -3.640621 -2.776706 0.844903 0.099 -0.046 -0.820
C -3.412508 -4.564938 -4.464665 -1.256 -0.065 -0.363
C -2.994485 -3.133503 -4.630233 0.333 -0.068 1.390
O -2.374801 -2.818578 -3.383019 -0.060 -0.290 -0.528
H -3.811153 -4.860075 -5.435272 0.204 -0.821 0.064
H -4.212059 -4.699300 -3.736123 -0.353 0.507 -0.052
H -2.652204 -5.202970 -4.014157 0.509 0.128 -0.816
H -3.777760 -2.392795 -4.791228 -0.627 -0.381 -0.121
H -2.324665 -3.003332 -5.480227 0.466 -0.173 0.022
H -1.940138 -1.978605 -3.547730 0.488 0.442 0.464
C -1.064463 5.223251 -0.177092 0.012 -0.541 -0.361
C -0.472863 5.091704 -1.589452 -0.885 0.486 0.402
O 0.182112 3.846585 -1.653522 0.077 -0.744 -0.464
H -0.210258 5.240493 0.499758 -0.064 0.070 0.235
H -1.620073 4.303231 0.004428 -0.061 -0.025 0.191
H -1.728527 6.053943 0.061801 0.184 0.187 -0.416
H 0.170163 5.947690 -1.794140 0.362 -0.164 -0.151
H -1.189800 5.017982 -2.407172 -0.371 0.377 0.277
H 1.055416 3.882766 -1.256503 0.483 0.418 0.108
C 2.279928 -2.810771 -1.257111 -0.724 -0.860 0.122
C 3.363627 -2.658420 -0.223323 0.237 2.486 -0.582
O 2.894193 -2.295826 1.068149 -0.698 -1.300 0.027
H 2.688565 -2.759518 -2.266312 0.208 -0.469 -0.025
H 1.532590 -2.017369 -1.246874 0.164 0.078 0.468
H 1.751262 -3.746158 -1.073585 -0.178 -0.103 -0.448
H 3.829640 -1.730085 -0.553654 0.912 -0.061 -0.276
H 4.130301 -3.432977 -0.242537 -0.316 -0.296 0.305
H 3.241595 -1.414935 1.226111 0.247 0.252 0.452
C 3.008387 4.753459 1.762961 0.129 -0.433 -0.358
C 2.601294 3.679460 0.706583 0.033 1.369 1.336
O 2.577628 4.324273 -0.598066 0.256 -0.864 1.291
H 3.966477 5.202250 1.500749 0.211 -0.022 -0.145
H 3.151168 4.336854 2.760034 -0.168 -0.194 -0.081
H 2.304010 5.581974 1.837257 -0.230 -0.183 -0.147
H 1.612598 3.321422 0.993620 -0.175 -0.017 -0.555
H 3.277023 2.826551 0.770187 0.128 0.041 -0.388
H 3.374126 4.857549 -0.545044 0.036 0.287 -0.661
C 3.763198 2.024525 -2.894857 0.454 0.957 0.486
C 4.011896 0.655437 -3.457439 -0.426 1.076 -0.781
O 5.168370 0.117555 -2.863991 0.056 -0.413 0.146
H 2.996255 2.650277 -3.351310 -0.617 -0.781 -0.034
H 4.611587 2.696137 -3.026313 0.570 -0.373 0.192
H 3.572525 1.915672 -1.827205 -0.042 0.297 0.009
H 4.203555 0.744830 -4.526725 -0.323 -0.107 -0.261
H 3.114905 0.060341 -3.286076 0.031 -0.413 -0.048
H 5.420512 -0.573269 -3.481067 0.440 -0.271 0.326
C -4.722510 1.110674 0.339468 -0.531 -0.296 0.961
C -4.563740 1.052838 -1.133918 1.254 -0.542 -0.760
C -4.255973 2.370719 -1.774909 0.296 1.125 0.224
O -3.512107 0.141679 -1.399292 -0.014 -1.041 -0.513
H -4.886253 0.100713 0.715324 -0.901 0.018 -0.027
H -5.499809 1.837997 0.573804 -0.158 -0.262 0.531
H -3.818742 1.323167 0.910560 0.371 0.774 -0.517
H -5.411682 0.601145 -1.648756 -0.292 -0.006 0.328
H -3.531590 2.287327 -2.585103 -0.457 -0.237 -0.358
H -3.746712 3.013942 -1.057258 -0.025 0.187 0.231
H -5.168791 2.885968 -2.073895 0.119 0.070 -0.229
H -2.635441 0.514141 -1.279566 0.199 0.587 0.015
C 1.717863 0.503280 3.813444 0.205 1.594 -0.703
C 2.636549 1.708722 4.207679 -1.085 -2.013 1.742
C 3.069295 1.440326 5.637356 0.050 0.510 0.849
O 3.747183 1.765002 3.370672 0.771 0.301 -0.883
H 2.130576 -0.476579 4.053563 0.192 0.198 -0.020
H 1.550519 0.598305 2.740564 -0.113 -0.396 -0.173
H 0.744152 0.623817 4.288280 0.075 -0.067 0.128
H 2.100213 2.657443 4.188812 -0.282 0.045 -0.243
H 2.211030 1.524338 6.304010 -0.130 -0.129 -0.024
H 3.775312 2.175524 6.023503 0.188 0.272 -0.144
H 3.526760 0.466083 5.809675 -0.096 -0.104 -0.386
H 4.433869 2.268704 3.813780 0.177 0.027 0.022
C -0.664600 -0.702845 -0.105417 0.340 -0.908 0.245
C -0.183917 0.705144 -0.319423 1.755 -0.099 -0.219
C 1.302463 0.812922 -0.773999 -0.001 -0.352 -0.176
O -0.904480 1.230097 -1.415660 -0.844 -0.218 0.013
H -0.703668 -1.219656 -1.064311 -0.221 -0.040 -0.099
H -1.624335 -0.824958 0.396673 -0.122 0.358 -0.162
H 0.029597 -1.311171 0.474366 0.248 0.269 0.205
H -0.311658 1.306409 0.580727 -0.237 0.202 0.135
H 1.473928 0.185684 -1.648794 -0.234 -0.337 -0.045
H 2.097230 0.546437 -0.077271 -0.273 -0.079 0.449
H 1.540244 1.800788 -1.168568 -0.257 0.212 0.340
H -0.535919 2.098236 -1.594811 -0.118 0.678 -0.212
C -0.250451 -4.221519 2.079715 -0.517 0.508 -0.251
C 0.544566 -3.987303 3.357261 -0.024 -0.894 -0.481
C 0.173893 -4.978221 4.455011 -0.526 0.494 -0.391
O 1.920027 -4.162592 3.095407 0.330 -0.048 0.290
H -0.037547 -3.505722 1.285737 0.495 0.292 0.109
H -1.315245 -4.045231 2.232144 -0.129 -0.421 0.142
H -0.050475 -5.190307 1.621944 -0.091 -0.234 0.379
H 0.385375 -2.967685 3.708171 -0.242 0.226 0.171
H 0.852642 -4.838602 5.296372 -0.151 -0.238 0.061
H 0.160428 -6.005037 4.089534 0.482 -0.020 -0.035
H -0.862722 -4.789750 4.734307 -0.004 0.145 0.375
H 2.148062 -3.487050 2.452566 0.517 0.191 -0.452
O 0.509221 3.193885 -4.371913 -0.045 -0.279 -0.674
H 1.336476 3.631276 -4.573317 0.137 0.119 -0.133
H 0.387946 3.330723 -3.432336 -0.081 0.163 0.638
O -4.000641 -2.510369 -1.141785 -0.730 -0.773 1.086
H -3.423170 -2.786597 -1.853436 0.450 -0.131 -0.625
H -3.896223 -1.559650 -1.103284 0.194 0.711 -0.213
O 4.347321 -0.089087 1.568759 0.230 -0.344 -0.656
H 4.881335 0.257614 0.854014 0.211 -0.122 -0.348
H 4.202117 0.660943 2.145478 -0.309 0.417 0.709
O -0.949152 -0.712845 -3.660136 0.345 0.303 -0.420
H -0.701099 -0.303749 -2.831067 -0.150 0.549 0.455
H -0.211697 -0.537178 -4.244541 0.114 0.025 -0.287


43
Properties=species:S:1:pos:R:3:forces:R:3 method="wB97M-V/def2-TZVPD" gap_ev=9.05 multiplicity=1 de_lowest_kcal_mol=58.6 homo_energy_ev=-8.97 total_charge=0 smiles="O=C(O)CCSS.O.O.O.O.O.O.O.O.O.O"
C -0.566623 -1.025722 1.413352 2.564 -0.792 -0.167
C -0.439605 -0.065193 0.246020 -0.366 -1.445 -0.461
O 0.161328 -0.727412 -0.777591 0.351 -0.204 -0.519
O -0.862072 1.049730 0.205787 0.507 -0.290 -0.136
C 0.208635 -0.447653 2.593444 -1.294 -0.576 1.861
S -0.935244 0.546172 3.626377 -0.003 -0.734 0.241
S -0.626524 2.495082 3.273622 0.186 0.571 -0.303
H -1.602290 -1.366051 1.481876 0.238 0.299 0.593
H 0.122236 -1.906189 1.324414 -1.146 0.255 -1.231
H 0.264209 -0.293653 -1.647697 -0.775 1.011 0.451
H 1.137273 0.006740 2.277219 -0.098 0.579 -0.043
H 0.554088 -1.270930 3.286984 -0.546 0.754 -0.736
H 0.073017 2.680426 4.388246 0.273 0.375 0.228
H -1.571756 0.978233 -3.545905 -0.734 -0.285 0.194
H -0.185275 1.222070 -3.922829 0.562 0.091 0.010
O -0.724906 1.129715 -3.134255 0.348 0.023 -0.121
H 3.155672 0.531069 1.767429 1.037 -0.839 -0.406
H 4.432049 0.063955 0.871437 -0.358 -0.840 -0.046
O 3.969319 0.778324 1.288683 -0.352 1.553 0.988
H -1.652965 2.613406 0.320896 0.942 0.150 -0.936
H -1.185330 3.862366 -0.618270 0.205 -0.622 -0.729
O -1.536677 3.565790 0.208843 -0.970 0.950 1.543
H 2.524469 -1.695282 0.777895 -0.211 0.098 -0.470
H 3.752198 -2.032753 1.492070 -0.012 -0.264 0.362
O 2.804581 -1.958930 1.655970 0.263 -0.034 0.375
H -3.697329 -0.110347 -1.049740 0.051 0.040 0.969
H -3.673124 0.607031 -2.339842 -0.385 -0.875 0.227
O -3.877821 -0.279024 -1.967438 0.333 0.909 -1.184
H -1.924760 -3.667621 -0.015076 -0.006 -0.151 0.015
H -2.111966 -3.110272 -1.428914 -0.164 0.084 0.136
O -2.033663 -2.848415 -0.503031 0.042 0.012 -0.202
H -3.370722 2.482096 0.441198 -0.078 0.569 -0.126
H -3.558851 1.305276 1.369840 0.025 -0.170 0.395
O -3.640862 1.564563 0.453663 -0.372 -0.371 -0.198
H 2.950778 1.642933 0.247019 0.047 0.136 -0.605
H 1.674242 2.402406 -0.162425 -0.238 0.155 -0.044
O 2.405749 1.899721 -0.525462 -0.104 -0.073 0.054
H 1.098352 -2.944816 -3.451609 0.073 0.031 -0.236
H 0.070289 -2.259227 -2.615676 -0.323 0.088 0.196
O 0.406131 -2.276898 -3.515851 0.215 -0.119 0.189
H 3.232431 -0.674742 -1.653733 0.244 0.387 -0.141
H 1.914609 -1.186347 -1.125459 -0.110 0.027 0.182
O 2.866702 -1.279647 -1.011463 0.141 -0.464 -0.169


84
Properties=species:S:1:pos:R:3:forces:R:3 method="wB97M-V/def2-TZVPD" gap_ev="6.24 / 6.98" multiplicity=2 s2=0.756 de_lowest_kcal_mol=18.0 homo_energy_ev="-4.25 / -4.99" total_charge=-1
Cu 11.576270 -12.185910 10.869933 0.314 -0.062 0.358
C 8.417542 -13.210434 16.110294 -1.168 0.849 1.568
N 8.909653 -14.278834 15.335042 -0.643 -1.586 -0.371
C 8.204939 -15.522317 15.485841 0.125 -0.601 -1.653
C 9.602360 -13.956408 14.195412 2.378 0.877 -1.933
N 10.368116 -12.896469 14.098601 -1.780 -2.681 -1.392
N 9.597746 -14.893034 13.092321 -0.870 -0.375 2.343
C 9.791416 -14.584334 11.764290 0.948 1.991 -1.679
N 9.869108 -15.719442 10.989986 -0.455 1.449 -1.396
N 9.871910 -13.329170 11.324829 -1.329 -2.632 -0.481
H 7.656212 -13.512176 16.874239 0.589 -0.276 -0.827
H 7.932255 -12.409593 15.540168 0.336 -0.006 -0.141
H 9.226073 -12.845523 16.704926 0.524 0.957 0.461
H 7.272209 -15.510481 14.913430 -0.120 -0.295 -0.094
H 7.959010 -15.757010 16.486013 -0.159 0.264 1.283
H 8.826541 -16.372758 15.182245 -0.099 0.191 -0.236
H 10.251277 -12.397420 14.931670 0.088 1.207 1.533
H 9.096147 -15.791045 13.195214 0.587 1.110 0.233
H 10.076131 -16.575804 11.424467 0.302 -0.882 0.641
H 10.160979 -15.673501 9.983425 -0.125 0.392 1.126
H 9.734638 -13.432295 10.281647 0.417 -0.010 0.727
C 13.405274 -8.868043 9.882115 -0.673 0.202 0.151
Si 14.225935 -10.586745 9.702651 1.597 1.141 0.819
C 16.178954 -10.227382 9.963439 -2.000 -0.115 -0.672
C 14.096051 -11.009247 7.899498 -0.733 -0.382 0.004
C 13.617668 -11.785524 11.002860 -0.304 1.378 0.166
Si 14.344991 -13.463196 10.722194 0.992 -0.181 1.239
C 16.099422 -13.373645 11.601297 -0.291 -1.305 -0.080
C 14.889532 -14.108572 9.029468 0.705 0.430 0.251
C 13.646153 -14.784497 11.955890 -0.945 -0.467 -1.372
Si 13.491534 -10.934536 12.630970 0.960 0.546 0.012
C 14.759899 -9.625142 13.206816 -0.119 0.239 0.484
C 13.453109 -11.957414 14.176195 -0.185 -0.220 1.764
C 11.836373 -9.979438 12.660751 0.115 -0.099 -0.570
C 11.500160 -8.733576 13.204805 0.110 0.158 -0.099
C 10.224715 -8.214112 13.074231 -0.458 -1.278 -0.931
C 9.292826 -8.980864 12.360609 0.504 0.206 0.573
C 9.711919 -10.170707 11.808713 -1.523 -1.191 -0.786
N 10.937698 -10.677718 11.938666 -0.483 1.303 0.366
H 13.612735 -8.221725 9.011193 -0.027 -0.339 0.204
H 13.586013 -8.246931 10.780084 0.158 -0.509 -0.259
H 12.316944 -9.074015 9.891373 0.215 0.256 -0.164
H 16.484778 -9.458565 9.247926 0.058 -0.194 -0.136
H 16.668138 -11.176233 9.781511 0.459 0.001 0.031
H 16.351043 -9.838791 10.948301 0.294 -0.062 0.627
H 13.396702 -11.850759 7.782964 0.184 0.285 -0.231
H 15.071152 -11.323196 7.517021 -0.133 0.179 -0.137
H 13.682139 -10.138524 7.357433 0.378 -0.402 0.049
H 16.714796 -12.472100 11.544064 0.058 -0.302 -0.246
H 16.625682 -14.327934 11.293830 -0.023 1.145 -0.007
H 15.893626 -13.587664 12.650090 0.004 0.337 0.365
H 15.940218 -13.807699 8.738239 -1.150 -0.236 0.335
H 14.175732 -13.942886 8.246779 -0.086 0.413 -0.500
H 14.858375 -15.179849 9.153362 0.295 -0.671 0.122
H 13.137833 -14.395755 12.850459 0.361 0.157 -0.227
H 14.497126 -15.418534 12.240559 -0.316 -0.009 0.071
H 12.870816 -15.402114 11.419417 0.757 0.358 0.445
H 15.711121 -10.129488 13.407711 -0.079 0.018 0.195
H 14.372835 -9.179903 14.153739 0.290 -0.532 -0.306
H 15.003113 -8.754960 12.610902 -0.087 0.026 -0.597
H 14.286808 -12.660021 14.228543 0.346 0.230 -0.040
H 12.584543 -12.609295 14.323534 -0.026 0.376 -0.284
H 13.513057 -11.271928 15.093002 -0.022 -0.831 -1.185
H 12.275065 -8.120108 13.635308 0.173 -0.111 0.316
H 9.900916 -7.264375 13.429983 0.186 0.643 0.447
H 8.260043 -8.676766 12.269021 0.018 0.075 -0.174
H 8.969776 -10.790447 11.236732 0.956 0.533 0.552
O 12.089388 -13.431714 7.117291 -1.450 -1.215 1.437
S 11.447176 -14.064270 8.295617 1.633 0.379 2.116
O 11.684641 -15.512706 8.499152 0.104 0.944 -0.679
O 12.199126 -13.363942 9.608760 -0.918 -1.717 -2.724
O 10.011074 -13.803303 8.533057 0.184 0.553 -0.878
Br 8.539777 -8.084811 5.172955 -0.230 0.424 -0.063
C 7.176423 -8.057325 6.479442 -0.555 -0.556 0.494
C 6.481758 -6.885756 6.828006 1.159 -1.013 -0.232
C 5.624596 -6.882410 7.891704 -0.383 -0.651 -0.274
C 5.360764 -8.031775 8.588292 0.179 -1.068 1.113
C 5.970490 -9.231809 8.225584 0.166 0.446 -0.314
C 6.860014 -9.259170 7.140541 -0.086 -0.373 -0.133
I 7.587874 -11.178380 6.493112 -0.196 0.933 0.563
H 6.669717 -5.971282 6.332351 0.307 0.678 -0.650
H 5.071207 -6.021582 8.118257 -0.433 1.273 0.368
H 4.749784 -8.008728 9.502643 0.091 -0.016 -0.625
H 5.762810 -10.123075 8.801580 0.056 -0.103 -0.174